DFT (ωB97M-V/def2-TZVPD) results for a cluster of 2 separate species, C3H12NOS in total in a non-equilibrium geometry.

Geometry as XYZ:
```
18
Properties=species:S:1:pos:R:3:forces:R:3
C -0.662 0.910 0.163 0.0354 -0.7751 -0.3298
C -0.565 -0.570 -0.181 0.0250 -0.5037 0.6198
C -1.068 -1.435 0.990 -0.1773 0.5372 -0.1486
S -0.672 -3.168 0.765 0.3523 -0.5080 0.1074
N 0.066 1.688 -0.886 0.8313 -1.6137 -1.0063
H -1.709 1.190 0.187 0.0433 0.4326 0.1994
H -0.135 1.060 1.096 -0.2197 0.4486 0.2943
H 0.467 -0.887 -0.335 0.1973 0.2340 -0.1899
H -1.120 -0.842 -1.073 -0.1266 0.1388 -0.2647
H -2.141 -1.329 1.125 -0.0654 0.0825 0.0763
H -0.586 -1.099 1.912 -0.0571 -0.1386 -0.0175
H -1.845 -3.605 0.301 -0.1281 0.1288 -0.0710
H -0.049 2.695 -0.919 -0.1589 0.0814 -0.0429
H 1.073 1.432 -0.816 0.4141 0.7611 0.8785
H -0.072 1.219 -1.794 -0.9076 0.8301 -0.0123
H 3.495 1.197 -0.714 -0.1675 0.3320 0.1778
H 2.772 0.319 0.269 -0.0016 0.4534 0.1228
O 2.750 1.225 -0.090 0.1112 -0.9214 -0.3932
```
Forces are in eV/Å.

The total charge is +1. Its energy relative to the best compared isomer or geometry (same formula, charge and spin) is 9.54 kcal/mol. The calculation puts the frontier orbital gap at 9.0 eV. As for the LUMO energy: -0.1243 hartree. Its HOMO energy is -12.3702 eV. Its maximum force is 2.1 eV Å⁻¹. As for the spin multiplicity: 1.

***

DFT (ωB97M-V/def2-TZVPD) results for an isolated molecule of C29H34N2O8.

Geometry as XYZ:
```
73
Properties=species:S:1:pos:R:3:forces:R:3
C 3.378 4.133 0.738 0.0799 0.1265 0.0730
O 2.715 3.166 -0.040 -0.0587 -0.2141 -0.1566
C 1.475 2.763 0.347 -0.2622 -0.0643 0.0300
C 0.735 3.312 1.384 0.3731 0.0930 -0.1809
C -0.538 2.835 1.666 -0.3537 -0.2293 0.0335
C -1.087 1.786 0.949 0.0829 -0.0634 0.0503
O -2.337 1.271 1.137 0.4212 -0.1053 -0.1884
C -3.200 1.940 2.025 -0.1575 0.1104 0.1415
C -0.319 1.200 -0.073 0.0301 0.5265 0.3009
N -0.807 0.059 -0.751 0.1584 -0.0245 -0.0744
C -1.969 0.062 -1.447 -0.2384 0.0180 -0.2753
O -2.504 -0.967 -1.843 -0.1568 0.0527 -0.0793
C -2.546 1.384 -1.761 0.6156 0.7039 -0.2598
C -2.001 2.617 -2.018 -0.1855 -0.7405 0.1061
C -3.084 3.467 -2.324 -0.5429 -0.1589 -0.0267
C -4.203 2.693 -2.234 0.2751 0.8215 -0.1551
O -3.886 1.439 -1.906 -0.1937 -0.6048 0.1116
C -0.213 -1.252 -0.421 -0.0018 -0.3117 0.0742
C -0.953 -1.802 0.827 0.1662 -0.0750 -0.5401
O -0.554 -1.680 1.967 0.0526 0.1187 0.3706
N -2.082 -2.441 0.487 -0.5388 -0.2825 -0.1797
C -3.033 -2.913 1.473 0.0908 -0.1014 0.4836
C -4.032 -1.814 1.845 0.1094 -0.0179 -0.0019
C -4.995 -1.779 0.655 -0.0912 0.1096 0.0567
C -4.994 -3.207 0.075 -0.1110 -0.0594 -0.0751
C -3.925 -3.988 0.856 0.0804 0.0111 0.0180
C 1.279 -1.187 -0.265 0.1901 -0.2000 0.0535
C 2.085 -1.625 -1.304 -0.1333 0.0056 -0.0411
C 3.472 -1.538 -1.227 0.1908 0.0405 0.0207
O 4.300 -1.928 -2.252 -0.0024 0.2708 0.4629
C 3.731 -2.532 -3.386 -0.0796 -0.0834 -0.1825
C 4.069 -1.015 -0.072 0.1704 0.0160 0.1196
O 5.406 -0.840 0.142 -0.5433 0.2021 -0.0968
C 6.337 -1.692 -0.485 0.4177 -0.2006 -0.1777
C 3.241 -0.578 0.980 0.0978 -0.0261 -0.1344
O 3.897 -0.074 2.062 0.1251 -0.1648 -0.4060
C 3.124 0.388 3.143 -0.1700 0.0765 0.1987
C 1.863 -0.662 0.879 0.2115 -0.1747 0.1772
C 0.930 1.704 -0.380 -0.1441 0.3446 0.1040
H 3.497 3.801 1.774 -0.0216 0.0052 -0.0094
H 2.855 5.095 0.719 0.0082 -0.0398 0.0175
H 4.361 4.249 0.284 -0.0495 0.0366 0.0697
H 1.124 4.120 1.981 0.0742 0.0856 0.0286
H -1.087 3.293 2.474 -0.0966 0.0266 0.0543
H -3.296 2.998 1.763 0.0127 -0.0372 0.0054
H -2.861 1.847 3.062 -0.0019 0.0106 -0.0330
H -4.169 1.454 1.918 0.0452 0.0434 0.0497
H -0.964 2.881 -2.005 0.2052 0.0012 0.0544
H -3.035 4.506 -2.578 -0.0628 0.2092 -0.0664
H -5.242 2.918 -2.374 -0.1552 -0.0874 0.0056
H -0.459 -1.901 -1.270 0.0843 0.1330 0.1989
H -2.442 -2.306 -0.452 0.2968 0.0540 -0.0035
H -2.458 -3.260 2.335 -0.1070 0.0076 -0.1049
H -3.526 -0.865 2.006 0.0380 0.0450 0.1060
H -4.554 -2.096 2.761 -0.0140 -0.0172 0.0719
H -5.993 -1.465 0.958 -0.0131 0.0706 -0.0500
H -4.636 -1.072 -0.093 -0.0355 0.0604 -0.0318
H -4.750 -3.178 -0.987 -0.0605 -0.0305 -0.0711
H -5.970 -3.680 0.176 -0.0070 -0.0212 -0.0952
H -4.384 -4.570 1.654 0.0157 -0.0210 0.0240
H -3.358 -4.666 0.220 0.0313 -0.0950 0.0453
H 1.619 -2.020 -2.192 -0.0294 -0.0614 -0.1177
H 4.573 -2.796 -4.026 -0.0968 -0.0039 -0.0005
H 3.074 -1.843 -3.927 0.0063 -0.0378 0.0292
H 3.176 -3.439 -3.128 0.0037 0.0453 -0.0075
H 6.041 -2.741 -0.403 0.0007 0.0402 0.0000
H 6.476 -1.441 -1.539 0.0114 -0.0537 0.1509
H 7.273 -1.538 0.053 -0.0454 -0.0495 -0.0260
H 2.472 1.216 2.846 0.0040 -0.0328 0.0097
H 3.841 0.736 3.886 -0.0840 -0.0080 -0.0205
H 2.512 -0.411 3.573 0.0057 0.0292 -0.0202
H 1.231 -0.353 1.691 -0.0088 0.0639 0.0945
H 1.508 1.279 -1.183 0.0715 -0.1166 -0.1128
```
Forces are in eV/Å.

Its energy relative to the best compared isomer or geometry (same formula, charge and spin) is 9.22 kcal/mol. The calculation puts the frontier orbital gap at 8.5 eV. As for the LUMO energy: 0.0238 hartree. Its HOMO energy is -7.8189 eV. Its maximum force is 1.0 eV Å⁻¹. As for the spin multiplicity: 1.

***

DFT (ωB97M-V/def2-TZVPD) results for a cluster of 2 separate species, CH4N2 in total in a non-equilibrium geometry.

Geometry as XYZ:
```
7
Properties=species:S:1:pos:R:3:forces:R:3
N 2.623 -0.438 -0.002 -1.2692 3.0030 -0.0229
N 2.176 0.580 -0.014 1.4905 -2.9654 0.0653
C -0.924 0.004 -0.026 -1.1137 -2.0403 0.5953
H -0.079 -0.086 -0.723 -0.6208 0.3515 0.2516
H -1.351 0.972 0.138 0.2596 0.7912 -0.2863
H -0.645 -0.389 0.979 0.0674 0.2338 -0.7285
H -1.800 -0.643 -0.352 1.1863 0.6262 0.1255
```
Forces are in eV/Å.

Its energy relative to the best compared isomer or geometry (same formula, charge and spin) is 4.04 kcal/mol. The calculation puts the frontier orbital gap at 14.3 eV. As for the LUMO energy: 0.0517 hartree. Its HOMO energy is -12.9356 eV. Its maximum force is 3.3 eV Å⁻¹. As for the spin multiplicity: 1.

***

DFT (ωB97M-V/def2-TZVPD) results for a structure of composition C42H56BN10RuS4Si in a non-equilibrium geometry.

Geometry as XYZ:
```
115
Properties=species:S:1:pos:R:3:forces:R:3
Ru -0.171 0.085 -0.407 -1.3191 -1.7698 -0.7051
C 1.358 7.310 -1.521 -0.0395 -0.0448 0.0770
C 1.155 5.815 -1.782 -0.0784 0.0044 0.0046
C 0.151 5.623 -2.919 0.0027 -0.0447 -0.0268
C 2.518 5.215 -2.141 0.0472 -0.0775 0.0356
N 0.587 5.184 -0.548 -0.0110 0.1692 -0.0886
C -0.037 5.907 0.470 0.1666 -0.0017 -0.2417
C -0.554 5.023 1.333 -0.0797 -0.2892 -0.0048
N -0.271 3.751 0.864 0.1199 0.0567 0.1328
B -0.614 2.430 1.557 0.0393 0.1720 0.2726
N 0.183 2.210 2.856 0.0553 0.1031 0.0733
C 0.947 3.115 3.581 -0.2095 -0.1435 -0.2391
C 1.682 2.421 4.465 0.0434 -0.2438 0.0326
N 1.387 1.069 4.295 0.1450 0.0306 0.0299
C 0.454 0.941 3.293 0.0584 0.1961 0.1811
S -0.278 -0.447 2.658 0.1046 0.1176 0.2494
C 2.053 -0.047 5.040 -0.1074 0.0727 -0.0739
C 3.064 0.540 6.019 0.0104 0.0791 -0.0053
C 1.004 -0.830 5.826 -0.0659 -0.0283 -0.0185
C 2.799 -0.945 4.052 -0.0300 -0.0237 -0.0810
N -2.119 2.235 1.777 0.0345 -0.0208 0.1734
C -2.806 2.243 2.972 0.2230 0.1165 -0.1396
C -4.036 1.766 2.733 -0.1555 -0.1086 -0.2228
N -4.106 1.437 1.379 -0.1760 -0.1086 0.0455
C -2.904 1.723 0.805 -0.2829 0.1662 0.2748
S -2.374 1.598 -0.827 0.5121 -0.2444 0.1139
C -5.336 0.758 0.851 0.0070 0.0245 0.0034
C -5.286 0.463 -0.643 0.1074 0.0016 -0.0186
C -6.528 1.680 1.118 0.0265 0.0719 0.0007
C -5.484 -0.565 1.607 0.0505 -0.0408 0.0218
C 0.409 3.846 -0.311 -0.2412 0.1834 0.0878
S 0.866 2.569 -1.345 0.0813 0.0314 0.0029
H 1.868 7.740 -2.381 -0.0296 -0.0078 0.0006
H 1.983 7.477 -0.639 -0.0246 0.0124 -0.0548
H 0.413 7.842 -1.401 0.0239 -0.0192 0.0236
H 0.529 6.091 -3.833 -0.0176 -0.0349 0.0773
H -0.807 6.082 -2.661 0.0492 -0.0124 -0.0269
H -0.009 4.560 -3.108 -0.0029 0.0661 -0.0026
H 3.026 5.895 -2.827 -0.0162 -0.0335 0.0400
H 2.423 4.244 -2.621 0.0040 0.0544 0.0728
H 3.137 5.092 -1.248 -0.0193 0.0476 -0.0591
H -0.061 6.979 0.498 0.0465 -0.0287 -0.0377
H -1.120 5.188 2.237 0.0573 -0.0438 -0.0738
H -0.281 1.589 0.809 0.2043 0.1485 0.3003
H 0.910 4.178 3.406 -0.0039 -0.0950 -0.0209
H 2.380 2.786 5.196 -0.0495 -0.0801 -0.0376
H 2.585 1.181 6.762 0.0227 -0.0174 -0.0033
H 3.843 1.106 5.505 -0.0033 -0.0254 0.0280
H 3.542 -0.285 6.547 -0.0161 0.0174 -0.0080
H 0.510 -0.178 6.552 0.0284 -0.0348 -0.0217
H 1.489 -1.648 6.364 -0.0200 0.0665 -0.0198
H 0.252 -1.247 5.158 0.0143 0.0075 0.0210
H 3.533 -0.362 3.491 -0.0114 -0.0259 0.0284
H 2.108 -1.407 3.348 0.0274 0.0204 0.0180
H 3.322 -1.733 4.602 -0.0299 0.0696 -0.0277
H -2.359 2.585 3.892 0.0103 -0.0751 -0.0951
H -4.858 1.618 3.409 0.0159 -0.0152 -0.0813
H -5.125 1.364 -1.233 -0.0264 -0.0262 0.0124
H -6.255 0.036 -0.913 0.0191 0.0105 0.0114
H -4.506 -0.255 -0.894 -0.0512 0.0517 -0.0041
H -6.412 2.616 0.568 -0.0148 -0.0335 0.0240
H -6.645 1.915 2.176 -0.0094 -0.0203 -0.0225
H -7.443 1.192 0.778 0.0371 0.0124 0.0172
H -4.573 -1.158 1.495 -0.0445 0.0192 0.0103
H -6.320 -1.131 1.192 0.0156 0.0514 0.0302
H -5.671 -0.410 2.672 0.0084 -0.0112 -0.0454
N -1.952 -4.046 -0.316 -0.1293 -0.1566 0.0085
C -1.217 -2.905 -0.297 0.1088 -0.0514 -0.0682
S -2.062 -1.426 -0.145 0.8616 0.9229 0.0932
N 0.077 -3.053 -0.399 -0.4181 -0.3056 -0.0639
N 0.780 -1.914 -0.254 -0.7544 1.1415 -0.5913
C 2.053 -2.035 -0.309 0.9288 -0.0818 0.1350
C 2.760 -3.293 -0.680 0.0108 -0.0588 0.1171
C 2.488 -4.520 -0.071 0.1496 0.0467 0.0768
C 3.168 -5.664 -0.464 -0.0155 0.0505 0.0105
C 4.120 -5.604 -1.473 0.0084 0.0397 -0.0255
C 4.401 -4.389 -2.080 -0.0303 -0.0099 -0.0059
C 3.727 -3.242 -1.683 -0.0412 0.0486 -0.0413
C 2.815 -0.843 0.095 0.2689 -0.4955 -0.0651
C 4.178 -0.886 0.375 0.2564 -0.1435 0.0438
C 4.799 0.232 0.902 0.0977 -0.1840 -0.0466
C 4.046 1.367 1.134 -0.1482 0.0594 0.0239
C 2.700 1.326 0.813 0.0366 0.0990 0.2098
N 2.101 0.251 0.309 -0.4094 0.8070 -0.0866
H -2.915 -3.953 -0.589 0.0080 -0.0356 -0.0351
H -1.468 -4.866 -0.648 -0.0201 0.0138 0.0052
H 1.753 -4.567 0.718 -0.0380 -0.0213 -0.0243
H 2.949 -6.608 0.018 -0.0001 0.0213 0.0025
H 4.642 -6.501 -1.787 -0.0149 0.0219 0.0239
H 5.140 -4.330 -2.869 -0.0142 -0.0018 0.0088
H 3.938 -2.297 -2.172 0.0041 -0.0460 0.0242
H 4.727 -1.800 0.202 0.0200 0.0379 0.0271
H 5.853 0.208 1.151 -0.0125 -0.0195 -0.0605
H 4.481 2.266 1.549 -0.0459 -0.0099 0.0080
H 2.075 2.192 0.969 -0.0169 -0.0273 -0.0029
C -0.666 1.231 -3.828 -0.0522 0.1249 -0.0324
Si -0.183 -0.262 -2.784 0.0571 0.0239 0.5858
C 1.545 -0.776 -3.325 0.1061 -0.0811 -0.1761
C -1.391 -1.597 -3.353 0.0459 -0.2069 -0.0132
C -2.702 -1.251 -3.699 -0.0543 -0.0705 0.0243
C -3.622 -2.213 -4.097 0.0362 0.0144 0.0277
C -3.248 -3.552 -4.161 0.0390 0.0304 0.0241
C -1.949 -3.916 -3.830 0.0143 0.0418 -0.0086
C -1.033 -2.947 -3.430 -0.0570 0.0282 -0.1265
H -1.014 0.889 -4.809 0.0495 0.0204 0.0708
H 0.187 1.900 -3.970 -0.0878 -0.0468 -0.0012
H -1.463 1.812 -3.356 0.0494 0.0142 -0.1268
H 1.668 -0.612 -4.404 0.0120 -0.0478 0.1350
H 1.732 -1.835 -3.120 0.0308 0.1121 -0.0220
H 2.301 -0.183 -2.798 -0.0311 -0.0353 -0.0667
H -3.016 -0.212 -3.640 0.0221 -0.0890 -0.0164
H -4.631 -1.919 -4.362 0.0225 -0.0103 0.0192
H -3.964 -4.304 -4.472 0.0237 0.0278 -0.0019
H -1.646 -4.957 -3.890 -0.0141 0.0580 0.0052
H -0.024 -3.255 -3.169 -0.0958 0.0079 -0.0220
```
Forces are in eV/Å.

Its energy relative to the best compared isomer or geometry (same formula, charge and spin) is 23.32 kcal/mol. The calculation puts the frontier orbital gap (spin up / spin down) at 6.8 / 6.8 eV. As for the LUMO energy (spin up / spin down): -0.0002 / 0.0015 hartree. Its HOMO energy (spin up / spin down) is -6.7892 / -6.7155 eV. Its maximum force is 2.3 eV Å⁻¹. As for the spin multiplicity: 2.

***

DFT (ωB97M-V/def2-TZVPD) results for a structure of composition C4H5FN2O in a non-equilibrium geometry.

Geometry as XYZ:
```
13
Properties=species:S:1:pos:R:3:forces:R:3
C -2.202 -0.572 0.093 4.7451 0.9079 2.2280
C -0.268 0.608 -0.122 4.8614 2.6129 -0.2836
C 0.552 -0.561 -0.114 -5.1320 -2.5885 -0.7949
C 1.761 -0.173 -0.037 7.3896 3.3939 0.7023
H -3.163 -0.264 0.308 -1.9777 0.1273 0.9723
H -2.206 -1.341 -0.713 0.5542 0.8222 0.4181
H -1.363 -0.883 1.133 -3.5284 0.2557 -3.0833
H 0.245 -1.537 -0.330 -0.3983 -1.1877 -0.0080
H 2.764 1.748 0.065 -3.3989 -1.6836 0.0223
N 1.813 1.164 0.095 2.2445 1.2576 -0.6625
N 0.587 1.673 -0.061 -2.3320 0.1334 0.5790
O -1.560 0.792 -0.226 -1.6254 -2.9060 -0.1783
F 3.039 -0.653 -0.091 -1.4020 -1.1452 0.0887
```
Forces are in eV/Å.

Its energy relative to the best compared isomer or geometry (same formula, charge and spin) is 80.38 kcal/mol. The calculation puts the frontier orbital gap at 9.4 eV. As for the LUMO energy: 0.0294 hartree. Its HOMO energy is -8.5781 eV. Its maximum force is 8.2 eV Å⁻¹. As for the spin multiplicity: 1.

***

DFT (ωB97M-V/def2-TZVPD) results for a cluster of 3 separate species, C4H4N2O2 in total in a non-equilibrium geometry.

Geometry as XYZ:
```
12
Properties=species:S:1:pos:R:3:forces:R:3
C -2.588 0.071 0.014 -2.3734 -2.3573 0.1668
C -0.294 0.043 0.057 -3.2324 0.7295 -1.3940
C 1.809 -0.658 0.246 -1.6634 -3.4104 -2.5959
C 1.139 0.643 0.055 1.2431 4.3586 0.0423
H -2.799 -0.086 1.244 -0.6844 0.4655 -3.6596
H -2.232 -1.405 -0.413 -1.2381 4.7355 0.8750
H -3.466 0.790 -0.890 2.7259 -2.4873 3.4534
H 2.817 -0.992 0.280 0.8312 0.5791 0.0746
N -0.399 -1.242 -0.109 2.3030 1.7783 0.4505
N 0.976 -1.664 -0.174 2.2248 2.7989 2.2151
O -1.401 0.818 0.102 2.2602 -0.5568 -0.8315
O 1.556 1.860 -0.161 -2.3964 -6.6337 1.2033
```
Forces are in eV/Å.

Its energy relative to the best compared isomer or geometry (same formula, charge and spin) is 192.08 kcal/mol. The calculation puts the frontier orbital gap at 7.7 eV. As for the LUMO energy: -0.0850 hartree. Its HOMO energy is -9.9836 eV. Its maximum force is 7.2 eV Å⁻¹. As for the spin multiplicity: 1.